DFT (ωB97M-V/def2-TZVPD) results for an isolated ion of composition C6H12N and charge +1 at a distorted geometry.

Structure (ORCA input):
```
! wB97M-V def2-TZVPD RIJCOSX def2/J DEFGRID3
* xyz 1 1
C 0.97 -1.25 -0.49
C -1.02 -0.82 1.04
C -0.61 -1.22 -0.32
C 1.29 0.22 -0.58
C 2.00 0.99 0.44
C -2.00 0.89 -0.35
N -0.89 0.19 0.04
H 1.61 -1.77 0.15
H 0.97 -1.69 -1.46
H -2.12 -1.01 1.11
H -0.48 -0.92 1.89
H -1.29 -1.66 -1.11
H 1.05 0.65 -1.49
H 1.82 2.08 0.35
H 3.07 0.88 0.41
H 1.94 0.80 1.50
H -2.05 1.26 -1.44
H -2.97 0.24 -0.13
H -2.11 1.87 0.23
*
```

Results
HOMO energy	-14.131	eV
lowest unoccupied orbital energy	-5.59	eV
gap between HOMO and LUMO	8.5	eV

DFT (ωB97M-V/def2-TZVPD) results for an isolated ion of composition C6H12N and charge +1 at a distorted geometry.

Structure (ORCA input):
```
! wB97M-V def2-TZVPD RIJCOSX def2/J DEFGRID3
* xyz 1 1
C -2.52 -0.20 -0.41
C -1.29 -0.61 -0.13
C -0.42 -0.01 0.92
C -0.92 0.67 1.93
C 1.07 -0.19 0.81
C 1.62 -0.62 -0.52
N 1.25 0.48 -1.54
H -2.98 0.70 -0.03
H -3.17 -0.59 -1.20
H -0.88 -1.50 -0.60
H -0.32 1.16 2.69
H -1.99 0.79 2.11
H 1.59 0.71 1.14
H 1.48 -0.84 1.58
H 1.23 -1.54 -0.93
H 2.71 -0.63 -0.51
H 1.93 1.23 -1.49
H 0.31 0.82 -1.30
H 1.30 0.17 -2.52
*
```

Results
HOMO energy	-12.775	eV
lowest unoccupied orbital energy	-3.56	eV
gap between HOMO and LUMO	9.2	eV
SMILES	C=CC(=C)CC[NH3+]

DFT (ωB97M-V/def2-TZVPD) results for an isolated ion of composition C6H12N and charge +1 at a distorted geometry.

Structure (ORCA input):
```
! wB97M-V def2-TZVPD RIJCOSX def2/J DEFGRID3
* xyz 1 1
C -2.06 2.57 1.74
C -1.51 1.69 0.86
C -0.19 1.25 0.42
C 0.43 0.09 0.69
C 1.68 -0.50 0.03
C 1.29 -1.80 -0.73
N 0.10 -1.53 -1.69
H -2.05 3.64 1.52
H -2.59 2.10 2.58
H -2.21 1.07 0.29
H 0.27 1.75 -0.45
H 0.03 -0.57 1.47
H 2.25 0.16 -0.60
H 2.27 -0.83 0.89
H 2.06 -2.29 -1.31
H 0.77 -2.40 0.01
H -0.24 -2.37 -2.18
H -0.70 -1.17 -1.15
H 0.38 -0.85 -2.39
*
```

Results
HOMO energy	-11.105	eV
lowest unoccupied orbital energy	-3.65	eV
gap between HOMO and LUMO	7.5	eV
SMILES	C=C/C=C/CC[NH3+]

DFT (ωB97M-V/def2-TZVPD) results for a 2-piece molecular cluster, C6H12N2 overall at a distorted geometry.

Structure (ORCA input):
```
! wB97M-V def2-TZVPD RIJCOSX def2/J DEFGRID3
* xyz 0 1
C -1.82 0.06 -1.02
C -1.19 1.15 -0.19
C -0.69 2.40 -0.47
N -0.10 2.87 0.65
C -0.32 1.94 1.64
N -0.89 0.86 1.13
H -1.10 -0.18 -1.84
H -2.75 0.34 -1.49
H -1.89 -0.76 -0.33
H -0.73 3.12 -1.27
H 0.10 3.86 0.68
H -0.01 1.93 2.68
C 2.02 -1.73 -0.16
C 0.84 -2.66 0.05
H 2.26 -1.23 0.79
H 2.87 -2.32 -0.49
H 1.87 -0.87 -0.81
H -0.13 -2.21 0.30
H 1.05 -3.27 0.95
H 0.60 -3.30 -0.78
*
```

Results
HOMO energy	-8.531	eV
lowest unoccupied orbital energy	0.89	eV
gap between HOMO and LUMO	9.4	eV
SMILES	Cc1c[nH]cn1.CC

DFT (ωB97M-V/def2-TZVPD) results for a 2-piece molecular cluster, C6H12N2 overall at a distorted geometry.

Structure (ORCA input):
```
! wB97M-V def2-TZVPD RIJCOSX def2/J DEFGRID3
* xyz 0 1
C -2.10 0.09 0.96
C -1.67 -0.85 -0.10
C -0.31 -0.50 -0.51
C 0.56 0.50 -0.44
C 1.02 -0.88 -0.91
C 1.30 -1.16 -2.36
H -1.84 1.07 0.39
H -1.49 -0.19 1.79
H -3.16 0.11 1.22
H -2.25 -0.58 -1.09
H -1.93 -1.84 0.15
H 0.67 1.60 -0.61
H 1.83 -1.35 -0.33
H 0.72 -2.09 -2.56
H 2.36 -1.21 -2.57
H 0.93 -0.41 -3.06
H 0.27 2.75 2.85
N 1.12 2.77 2.33
N 1.36 1.72 1.76
H 0.79 0.84 1.96
*
```

Results
HOMO energy	-8.785	eV
lowest unoccupied orbital energy	0.75	eV
gap between HOMO and LUMO	9.5	eV
SMILES	CCC1=C[C@@H]1C.[H]/N=N\[H]

DFT (ωB97M-V/def2-TZVPD) results for a 3-piece molecular cluster, C6H12N2 overall at a distorted geometry.

Structure (ORCA input):
```
! wB97M-V def2-TZVPD RIJCOSX def2/J DEFGRID3
* xyz 0 1
C -0.83 0.42 -0.10
C 0.29 1.46 -0.65
C 1.69 0.50 -0.36
C 0.68 -1.62 0.33
C -0.24 -0.88 -0.58
C -1.79 -0.70 -0.70
H -0.61 1.96 1.75
H -2.52 0.37 1.66
H 0.26 1.48 -1.67
H 0.46 2.44 -0.14
H 2.46 1.31 0.08
H 1.93 0.10 -1.48
H 1.50 -0.20 1.49
H 1.30 -2.45 0.08
H -0.11 -1.76 1.20
H 0.00 -0.66 -1.58
H -2.52 -0.68 -1.52
H -2.54 -1.05 0.08
N -0.96 0.64 1.46
N 1.55 -0.68 0.65
*
```

Results
HOMO energy	-8.178	eV
lowest unoccupied orbital energy	0.11	eV
gap between HOMO and LUMO	8.3	eV

Computed energy above the lowest of the compared OMol25 structures with the same formula, charge and spin, in the same sequence as the records: 4.282; 1.310; 4.310; 0.479; 5.730; 9.912 eV.
Computed calculated total energy, in the same sequence as the records: -290.16453; -290.27378; -290.16351; -345.31026; -345.11727; -344.96361 hartree.